Entry 1:
Entry from the OMol25 dataset: one molecule with the formula C4H11N5 (ωB97M-V/def2-TZVPD).

Summary:
HOMO energy, hartree: -0.2694
Total charge: 0
Energy above the lowest of the compared OMol25 structures with the same formula, charge and spin, kcal per mole: 101.75
E_LUMO, eV: 0.8

CARTESIAN COORDINATES (ANGSTROEM)
1 C -0.739 1.079 -0.854
2 C -1.455 0.993 1.643
3 N -0.273 -0.295 -0.610
4 C 1.226 -0.477 -0.595
5 C -0.375 0.957 0.602
6 N -1.164 -1.390 -0.654
7 N 1.577 -1.691 -0.001
8 N 1.906 0.109 -1.525
9 N 0.953 0.970 0.970
10 H -1.564 -1.471 -1.586
11 H -0.937 -2.003 0.129
12 H 1.200 -1.809 0.932
13 H 2.344 -2.167 -0.454
14 H 2.858 -0.250 -1.549
15 H 1.488 1.619 0.385
16 H -0.080 1.676 -1.477
17 H -1.802 1.111 -1.077
18 H -2.396 0.597 1.254
19 H -1.149 0.413 2.515
20 H -1.618 2.027 1.954

Entry 2:
Entry from the OMol25 dataset: one molecule with the formula C18H21N3O2S (ωB97M-V/def2-TZVPD).

Summary:
HOMO energy, hartree: -0.3001
Total charge: 0
SMILES string: Cc1ccc(C2=NN(C(=O)CNCCO)[C@H](c3cccs3)C2)cc1
Energy above the lowest of the compared OMol25 structures with the same formula, charge and spin, kcal per mole: 51.43
E_LUMO, eV: 0.4

CARTESIAN COORDINATES (ANGSTROEM)
1 C 6.573 0.326 0.761
2 C 5.154 0.075 0.357
3 C 4.256 1.135 0.242
4 C 2.944 0.918 -0.115
5 C 2.484 -0.378 -0.371
6 C 3.380 -1.441 -0.254
7 C 4.694 -1.211 0.104
8 H 5.376 -2.046 0.189
9 H 3.052 -2.452 -0.446
10 C 1.106 -0.590 -0.746
11 N 0.274 0.372 -0.904
12 N -0.937 -0.106 -1.245
13 C -2.035 0.669 -1.434
14 O -3.103 0.180 -1.752
15 C -1.827 2.157 -1.189
16 N -3.065 2.841 -0.869
17 H -3.743 2.631 -1.599
18 C -3.635 2.451 0.412
19 C -2.767 2.910 1.589
20 O -1.646 2.094 1.839
21 H -1.939 1.180 1.938
22 H -3.396 2.964 2.490
23 H -2.369 3.905 1.379
24 H -3.800 1.363 0.493
25 H -4.606 2.945 0.492
26 H -1.110 2.294 -0.380
27 H -1.409 2.601 -2.098
28 C -0.977 -1.584 -1.303
29 C -1.966 -2.109 -0.320
30 C -2.986 -2.983 -0.525
31 C -3.733 -3.245 0.646
32 C -3.272 -2.563 1.723
33 S -1.911 -1.585 1.335
34 H -3.642 -2.566 2.729
35 H -4.578 -3.908 0.678
36 H -3.204 -3.419 -1.482
37 H -1.287 -1.889 -2.309
38 C 0.482 -1.952 -0.989
39 H 0.966 -2.466 -1.820
40 H 0.558 -2.578 -0.098
41 H 2.247 1.736 -0.200
42 H 4.599 2.141 0.438
43 H 6.621 0.559 1.825
44 H 6.983 1.175 0.217
45 H 7.193 -0.547 0.574

Entry 3:
Entry from the OMol25 dataset: C35H46CoN4P2 as an isolated structure (ωB97M-V/def2-TZVPD).

Summary:
HOMO energy (spin up / spin down), hartree: -0.4547 / -0.4550
Total charge: +2
<S²>: 0.7635
Multiplicity: 2
Energy above the lowest of the compared OMol25 structures with the same formula, charge and spin, kcal per mole: 0.00
E_LUMO (spin up / spin down), eV: -5.8 / -5.4

CARTESIAN COORDINATES (ANGSTROEM)
1 Co -0.028 -0.118 0.064
2 C 0.334 -1.993 -2.796
3 C -0.230 -0.571 -2.806
4 N 0.378 0.437 -1.905
5 C 1.806 0.740 -2.114
6 C 2.673 -0.109 -1.203
7 N 2.157 -0.083 0.179
8 C 2.913 -1.050 1.003
9 C 2.438 -1.201 2.460
10 C 1.202 -0.411 2.865
11 N -0.018 -0.692 2.081
12 C -0.493 -2.091 2.128
13 C -0.010 -2.897 0.925
14 N -0.308 -2.194 -0.332
15 C 0.430 -2.770 -1.467
16 H 1.322 -1.998 -3.261
17 H -0.322 -2.541 -3.473
18 H -1.284 -0.617 -2.535
19 H -0.159 -0.223 -3.842
20 H -0.133 1.293 -2.093
21 H 1.964 1.794 -1.882
22 H 2.100 0.578 -3.154
23 H 3.706 0.244 -1.250
24 H 2.664 -1.143 -1.545
25 H 2.334 0.846 0.557
26 H 3.971 -0.773 1.002
27 H 2.848 -2.011 0.494
28 H 3.237 -0.876 3.126
29 H 2.276 -2.257 2.678
30 H 1.395 0.661 2.777
31 H 1.011 -0.617 3.922
32 H -0.741 -0.112 2.504
33 H -1.583 -2.075 2.144
34 H -0.153 -2.592 3.038
35 H -0.462 -3.893 0.955
36 H 1.070 -3.029 0.986
37 H -1.306 -2.293 -0.513
38 H 0.095 -3.795 -1.654
39 H 1.474 -2.844 -1.160
40 C -2.749 1.976 -1.046
41 P -2.321 0.462 -0.055
42 C -3.378 -0.872 -0.691
43 C -3.674 -2.001 0.079
44 C -4.398 -3.053 -0.463
45 C -4.793 -3.015 -1.793
46 C -4.453 -1.926 -2.582
47 C -3.747 -0.865 -2.036
48 C -2.810 0.848 1.655
49 C -3.845 0.255 2.367
50 C -4.030 0.565 3.707
51 C -3.207 1.481 4.342
52 C -2.174 2.088 3.636
53 C -1.965 1.755 2.309
54 P -4.448 2.708 -1.449
55 C -5.637 2.073 -0.220
56 C -6.352 0.882 -0.364
57 C -7.287 0.519 0.594
58 C -7.523 1.338 1.690
59 C -6.819 2.525 1.834
60 C -5.884 2.894 0.879
61 C -4.949 2.000 -3.047
62 C -6.313 1.906 -3.333
63 C -6.739 1.464 -4.576
64 C -5.815 1.146 -5.560
65 C -4.460 1.301 -5.306
66 C -4.030 1.746 -4.066
67 H -2.249 1.881 -2.017
68 H -2.230 2.781 -0.519
69 H -3.360 -2.055 1.114
70 H -4.655 -3.906 0.151
71 H -5.360 -3.836 -2.212
72 H -4.738 -1.893 -3.626
73 H -3.505 -0.021 -2.664
74 H -4.529 -0.426 1.881
75 H -4.833 0.090 4.255
76 H -3.370 1.727 5.383
77 H -1.533 2.809 4.125
78 H -1.143 2.211 1.763
79 H -6.190 0.245 -1.224
80 H -7.844 -0.402 0.477
81 H -8.265 1.056 2.427
82 H -7.009 3.173 2.680
83 H -5.358 3.837 0.969
84 H -7.045 2.186 -2.587
85 H -7.798 1.379 -4.781
86 H -6.149 0.808 -6.532
87 H -3.736 1.093 -6.084
88 H -2.969 1.908 -3.905

Q: Which value of energy above the lowest of the compared OMol25 structures with the same formula, charge and spin does entry 3 give?
A: 0.00 kcal per mole